# C35H35N2

A 2-piece molecular cluster, C35H35N2 overall at a distorted geometry (the ωB97M-V functional and the def2-TZVPD basis, OMol25).

CARTESIAN COORDINATES (ANGSTROEM)
N (-2.050, -0.210, 2.458)
N (-0.650, 2.592, 7.275)
C (-0.891, 3.873, 7.920)
C (3.875, -2.682, 5.993)
C (-2.459, -1.592, 2.611)
C (3.290, -1.492, 5.581)
C (1.805, -2.447, 3.143)
C (1.710, -1.599, 7.424)
C (2.345, -2.750, 7.880)
C (-2.583, 1.249, 8.182)
C (-0.776, 0.203, 2.667)
C (-0.782, 0.385, 6.764)
C (2.004, -0.528, 1.664)
C (2.925, -3.022, 2.552)
C (0.804, 4.079, 1.678)
C (3.405, -3.314, 7.155)
C (3.607, -2.361, 1.524)
C (-0.134, 3.500, 0.808)
C (-1.454, 1.453, 7.406)
C (3.128, -1.118, 1.088)
C (2.128, -0.976, 6.218)
C (0.475, 0.903, 6.281)
C (-4.428, -0.201, 2.194)
C (1.318, -1.177, 2.727)
C (-2.505, -1.101, 7.480)
C (-0.363, 1.587, 2.297)
C (-0.686, 2.240, 1.087)
C (-3.919, -1.645, 2.125)
C (0.118, -0.672, 3.331)
C (1.449, 3.315, 6.150)
C (1.509, 0.189, 5.658)
C (-3.064, -0.066, 8.258)
C (-1.336, -0.888, 6.738)
C (1.115, 3.445, 2.891)
C (0.449, 2.311, 6.534)
C (0.441, 2.271, 3.217)
C (-3.181, 0.691, 2.288)
H (-3.069, 1.311, 1.391)
H (1.070, 4.006, 5.381)
H (-3.927, -2.007, 1.089)
H (-1.333, 1.744, 0.362)
H (4.671, -3.134, 5.402)
H (-5.048, -0.053, 3.084)
H (3.854, -4.253, 7.482)
H (3.636, -0.592, 0.284)
H (0.516, 1.833, 4.205)
H (-0.411, 4.009, -0.121)
H (-3.011, 2.076, 8.743)
H (-0.072, 4.134, 8.609)
H (-0.283, -1.212, 4.188)
H (3.712, -0.930, 4.743)
H (0.912, -1.148, 8.020)
H (1.767, 3.929, 7.007)
H (-0.847, -1.676, 6.167)
H (2.102, 0.723, 4.917)
H (1.879, 3.878, 3.544)
H (-4.532, -2.327, 2.720)
H (-3.257, 1.384, 3.142)
H (1.632, 0.436, 1.300)
H (1.283, -2.980, 3.946)
H (-2.955, -2.097, 7.493)
H (-3.862, -0.303, 8.960)
H (-1.815, -2.279, 2.048)
H (2.320, 2.798, 5.733)
H (4.515, -2.783, 1.093)
H (-0.986, 4.672, 7.177)
H (-1.823, 3.799, 8.485)
H (-2.407, -1.906, 3.664)
H (-5.024, 0.060, 1.317)
H (3.309, -3.984, 2.894)
H (1.298, 5.027, 1.440)
H (1.991, -3.218, 8.806)

Output
* E: -39835.739 eV
* total charge: +1
* spin multiplicity: 1
* energy relative to the best compared isomer or geometry (same formula, charge and spin): 0.964 eV
* max |F|: 0.029 Eh/bohr
* gap between HOMO and LUMO: 4.676 eV